Entry 1:
{
  "formula": "C29H50F5N3O4P",
  "method": "the ωB97M-V functional and the def2-TZVPD basis",
  "orbital_gap_ev": 7.439,
  "lumo_ev": -3.76,
  "charge": 1,
  "e_homo_ev": -11.20,
  "elements": ["C", "P", "C", "N", "N", "C", "C", "C", "C", "N", "C", "C", "C", "C", "C", "C", "C", "C", "C", "C", "C", "C", "C", "C", "F", "F", "C", "F", "F", "F", "H", "H", "H", "H", "H", "H", "H", "H", "H", "H", "H", "H", "H", "H", "H", "H", "H", "H", "H", "H", "H", "H", "H", "H", "H", "H", "C", "C", "O", "H", "H", "H", "H", "H", "H", "C", "C", "O", "H", "H", "H", "H", "H", "H", "C", "C", "O", "H", "H", "H", "H", "H", "H", "C", "C", "O", "H", "H", "H", "H", "H", "H"],
  "positions_angstrom": [[-0.5397, 1.1482, 2.2920], [-2.4130, 1.1723, 1.9897], [-3.0372, -0.3145, 2.9448], [-2.5126, 0.8267, 0.1985], [-3.0695, -0.3290, -0.0636], [-3.2145, -0.6580, -1.3567], [-2.7186, 0.2431, -2.4094], [-2.9282, -0.1979, -3.9016], [-1.7334, -1.0507, -4.4764], [-1.4057, -2.1768, -3.9722], [-2.0784, 1.5352, -2.0861], [-1.5905, 2.5173, -3.1780], [-0.0302, 2.7348, -3.2523], [0.8175, 1.4281, -3.2622], [1.6271, 1.1376, -4.4680], [2.4842, -0.0549, -4.5259], [2.5816, -0.9928, -3.3894], [1.7673, -0.7330, -2.2063], [0.9252, 0.4639, -2.1749], [-1.9943, 1.7977, -0.6052], [-1.3709, 3.1508, -0.1728], [-2.1850, 4.4336, -0.7042], [-2.0842, 5.5946, 0.3953], [-3.4363, 5.8693, 1.1237], [-3.3736, 7.1837, 1.5980], [-4.5249, 5.8580, 0.2590], [-3.7145, 4.9623, 2.3983], [-4.6436, 3.9951, 2.1430], [-2.5691, 4.4188, 2.9012], [-4.2504, 5.7771, 3.3713], [-0.2622, 0.3946, 3.0812], [-0.2015, 2.1785, 2.5944], [0.0316, 0.9221, 1.3426], [-2.3280, -1.1654, 2.7175], [-4.0447, -0.6615, 2.5787], [-3.0314, -0.1588, 4.0516], [-3.7109, -1.6210, -1.6308], [-3.2017, 0.6871, -4.5344], [-3.8406, -0.8652, -3.8879], [-1.2136, -0.6380, -5.3831], [-2.0459, -2.3127, -3.1755], [-1.8956, 2.0765, -4.1683], [-2.0811, 3.5217, -3.1291], [0.3922, 3.4172, -2.4694], [0.1695, 3.2490, -4.2370], [1.6232, 1.8199, -5.3578], [3.1123, -0.2661, -5.4345], [3.2445, -1.8853, -3.3927], [1.7481, -1.3813, -1.2967], [0.3198, 0.6612, -1.2548], [-1.2488, 3.3021, 0.9235], [-0.3277, 3.1700, -0.6047], [-3.2535, 4.1088, -0.8565], [-1.7332, 4.8582, -1.6312], [-1.8301, 6.5439, -0.1577], [-1.2242, 5.4258, 1.0969], [-3.6719, -3.1042, 7.4738], [-3.7256, -1.8268, 6.6595], [-3.1044, -2.0191, 5.3879], [-2.6375, -3.4215, 7.6196], [-4.1385, -2.9647, 8.4505], [-4.1853, -3.9167, 6.9526], [-3.1942, -1.0243, 7.1725], [-4.7612, -1.5095, 6.5013], [-3.5833, -2.7232, 4.9345], [3.3879, -1.6473, 4.7822], [2.0884, -1.0627, 4.2738], [1.7790, -1.5982, 2.9899], [4.2034, -1.4296, 4.0889], [3.6442, -1.2434, 5.7641], [3.3131, -2.7333, 4.8581], [2.1669, 0.0219, 4.1760], [1.2648, -1.2889, 4.9598], [1.7038, -2.5577, 3.0865], [6.2899, -1.3415, -8.2943], [5.8626, -1.0956, -6.8609], [4.5245, -0.5996, -6.8181], [6.2256, -0.4199, -8.8761], [7.3147, -1.7147, -8.3376], [5.6309, -2.0697, -8.7748], [6.5086, -0.3531, -6.3917], [5.9150, -2.0186, -6.2753], [3.9555, -1.2640, -7.2266], [4.4081, -5.4784, 2.1922], [3.9768, -5.2508, 3.6277], [2.6386, -4.7564, 3.6736], [4.3447, -4.5491, 1.6220], [5.4332, -5.8505, 2.1467], [3.7506, -6.2008, 1.7009], [4.6217, -4.5140, 4.1077], [4.0279, -6.1805, 4.2019], [2.0706, -5.4154, 3.2569]],
  "forces_ev_per_a": [[0.3367, -0.0969, -0.4622], [0.0515, 0.9213, 1.9090], [0.6602, -1.3471, -1.5223], [1.5533, 1.1723, 1.3196], [-0.4830, -0.9844, -2.4606], [1.0994, 2.0281, -0.6060], [0.4461, 1.0846, -0.0405], [-0.5268, -0.1485, 0.7189], [-0.2083, 0.2115, 0.0260], [-0.6225, 1.3729, -0.3025], [-1.4123, -1.9856, 2.0527], [0.1923, -0.4767, -0.3467], [0.7189, -0.4530, -0.3032], [1.6995, -1.8017, -1.1610], [0.2311, -1.6235, 1.6117], [-0.7854, 0.0695, 1.5904], [-1.7409, 1.9614, 0.3476], [-0.2108, 1.7129, -1.6397], [0.3947, 0.0305, -0.8726], [-0.5257, -0.5544, -3.6461], [0.1149, 0.2190, -0.0504], [0.2394, -0.3354, 1.2005], [-0.2494, 0.1004, -1.3090], [0.5498, 1.3635, -0.0847], [0.0391, -1.5296, -0.4641], [1.3896, -0.4647, 1.0883], [-1.3873, 0.8157, 0.9600], [1.4977, 0.8553, 0.1728], [-1.2923, 0.4195, -0.6913], [0.7584, -1.4079, -1.0748], [-0.2788, 0.7271, -0.8757], [-0.4878, -1.0268, -0.0774], [-0.6024, -0.0431, 1.0164], [-0.7403, 0.7159, 0.4557], [0.9192, 0.6909, 0.4998], [0.0132, 0.2626, -1.0754], [0.4721, 1.0133, 0.5740], [0.4114, -0.9063, 0.5462], [0.9369, 0.6240, -0.1807], [-0.3704, -0.5019, 0.9518], [0.4241, -0.4692, -0.0953], [0.3787, 0.4830, 1.0660], [0.2127, -1.0253, 0.2224], [-0.6707, -0.5046, -0.5393], [-0.2499, -0.4622, 1.0521], [-0.0870, -0.6689, 1.0398], [-0.7876, 0.4736, 1.1907], [-0.5796, 0.8785, -0.2558], [0.2284, 0.5316, -1.0686], [0.7121, -0.3023, -0.7963], [-0.2647, -0.6108, -0.8349], [-1.0746, -0.1441, 0.4778], [1.0653, 0.6617, -0.0794], [-0.5515, -0.6396, 0.6731], [-0.4938, -0.8469, 0.6916], [-1.1051, 0.1130, -0.4234], [0.0567, -0.0214, 0.0813], [-0.1668, -0.4033, -0.0088], [0.0855, 0.1322, -0.0427], [-0.0345, 0.0920, 0.0358], [-0.0044, -0.0561, -0.0380], [-0.0932, 0.0562, 0.0622], [0.0537, -0.0016, -0.1848], [-0.0066, 0.0690, 0.1578], [0.0890, 0.0474, 0.0898], [0.2158, 0.0126, 0.1618], [0.0765, -0.4463, -0.0188], [-0.3054, 0.1594, -0.2178], [-0.0594, 0.0993, 0.0313], [0.0160, -0.0269, -0.0232], [-0.1004, 0.0771, 0.0994], [-0.0643, -0.0485, -0.1468], [0.0501, 0.1144, 0.1299], [0.2059, 0.0663, 0.0256], [0.0497, 0.0498, -0.0635], [-0.0716, -0.2449, -0.2848], [-0.0374, 0.0336, -0.0112], [0.0635, -0.0085, 0.0826], [-0.0487, -0.0194, -0.0371], [0.0858, -0.0718, 0.0529], [-0.1949, 0.0435, 0.0454], [0.1630, 0.0187, 0.0204], [0.1252, 0.0860, -0.0497], [0.0553, 0.0592, -0.0673], [-0.0799, -0.2512, -0.3138], [-0.2317, 0.2057, 0.0544], [0.0655, 0.0003, 0.0845], [-0.0497, -0.0200, -0.0388], [0.0862, -0.0766, 0.0548], [-0.1754, 0.0307, 0.0425], [0.1463, 0.0353, 0.0279], [0.0771, 0.0555, 0.0919]],
  "lowdin_charge": [-0.241, 1.002, -0.296, -0.226, 0.071, -0.013, -0.073, -0.121, -0.211, 0.114, -0.036, -0.114, -0.141, -0.204, -0.027, -0.046, -0.056, -0.067, -0.059, -0.142, -0.124, -0.120, -0.059, -0.354, 0.074, 0.090, -0.450, 0.121, 0.106, 0.130, 0.042, 0.045, 0.051, 0.051, 0.050, 0.043, 0.138, 0.111, 0.126, 0.118, 0.036, 0.111, 0.114, 0.108, 0.123, 0.108, 0.070, 0.100, 0.102, 0.078, 0.059, 0.124, 0.131, 0.105, 0.140, 0.134, -0.090, -0.312, -0.118, 0.078, 0.078, 0.074, 0.114, 0.111, 0.087, -0.084, -0.328, -0.105, 0.083, 0.079, 0.049, 0.105, 0.109, 0.061, -0.090, -0.307, -0.118, 0.078, 0.077, 0.074, 0.115, 0.110, 0.088, -0.087, -0.309, -0.105, 0.076, 0.078, 0.074, 0.106, 0.113, 0.088]
}



Entry 2:
{
  "formula": "C34H46BHgIN9O5",
  "method": "the ωB97M-V functional and the def2-TZVPD basis",
  "s_squared": 0.76,
  "orbital_gap_ev": [5.255, 6.753],
  "lumo_ev": [3.99, 3.99],
  "charge": -2,
  "spin_multiplicity": 2,
  "e_homo_ev": [-1.27, -2.77],
  "elements": ["Hg", "C", "C", "C", "C", "N", "N", "B", "N", "N", "C", "C", "C", "C", "C", "C", "C", "C", "N", "N", "C", "C", "C", "C", "C", "C", "C", "C", "C", "C", "C", "C", "H", "H", "H", "H", "H", "H", "H", "H", "H", "H", "H", "H", "H", "H", "H", "H", "H", "H", "H", "H", "H", "H", "H", "H", "H", "H", "H", "H", "H", "H", "H", "H", "H", "H", "H", "H", "H", "H", "H", "H", "O", "C", "C", "C", "N", "C", "C", "C", "O", "O", "C", "O", "O", "H", "H", "H", "I", "C", "C", "N", "N", "C", "H", "H", "H"],
  "positions_angstrom": [[-0.2321, 0.1828, -0.6047], [-0.3219, -1.6732, 4.7007], [-0.9671, -0.9914, 3.5347], [-2.2786, -0.6094, 3.4299], [-2.4182, -0.0215, 2.1583], [-1.2315, -0.0150, 1.5498], [-0.3423, -0.6272, 2.3938], [1.1596, -0.8931, 2.1223], [1.4634, -1.9265, 0.9964], [1.3238, -1.6844, -0.3373], [1.8171, -2.7352, -0.9777], [2.2465, -3.6962, -0.0464], [1.9976, -3.1481, 1.1943], [2.2891, -3.7621, 2.5275], [1.9091, -2.8431, -2.4819], [2.9056, -3.9458, -2.8522], [0.5402, -3.2134, -3.0659], [2.3886, -1.5160, -3.0804], [1.9787, 0.3935, 1.8586], [1.8839, 1.1157, 0.7127], [2.7873, 2.0804, 0.7876], [3.4716, 1.9975, 2.0217], [2.9374, 0.9053, 2.6666], [3.3222, 0.3489, 4.0030], [3.0537, 3.1194, -0.2796], [2.6368, 4.4979, 0.2556], [4.5594, 3.1264, -0.5911], [2.2912, 2.8302, -1.5724], [-3.7600, 0.5041, 1.6658], [-4.1209, 1.7563, 2.4836], [-4.8122, -0.5916, 1.9177], [-3.8110, 0.8630, 0.1834], [-1.0661, -1.7880, 5.4886], [0.5175, -1.0996, 5.0971], [0.0478, -2.6651, 4.4335], [-3.0465, -0.7623, 4.1725], [1.5831, -1.3637, 3.1335], [2.6921, -4.6606, -0.2351], [2.7267, -4.7476, 2.3686], [1.3796, -3.8822, 3.1197], [2.9896, -3.1613, 3.1107], [2.5505, -4.9280, -2.5271], [3.8888, -3.7631, -2.4059], [3.0200, -3.9711, -3.9394], [0.1491, -4.1199, -2.5943], [0.6186, -3.3757, -4.1481], [-0.1732, -2.4143, -2.8839], [3.3930, -1.2746, -2.7186], [1.7257, -0.6924, -2.8112], [2.4196, -1.5896, -4.1732], [4.2600, 2.6373, 2.3905], [4.0984, 0.9800, 4.4364], [3.7111, -0.6686, 3.9171], [2.4753, 0.3217, 4.6918], [3.1781, 4.7494, 1.1731], [1.5652, 4.5152, 0.4720], [2.8441, 5.2696, -0.4939], [5.1644, 3.3026, 0.3029], [4.7783, 3.9174, -1.3159], [4.8595, 2.1672, -1.0260], [1.2246, 3.0214, -1.4471], [2.4006, 1.7917, -1.8888], [2.6629, 3.4811, -2.3704], [-4.1059, 1.5457, 3.5571], [-5.1258, 2.0973, 2.2108], [-3.4231, 2.5735, 2.2785], [-4.8878, -0.8430, 2.9800], [-4.5682, -1.5059, 1.3679], [-5.7909, -0.2305, 1.5855], [-3.2148, 1.7444, -0.0350], [-4.8463, 1.0764, -0.0964], [-3.4567, 0.0373, -0.4311], [-4.2978, -1.7672, -5.3447], [-3.4941, -1.4362, -4.3010], [-3.5473, -2.1067, -3.0945], [-2.6899, -1.7384, -2.0740], [-1.8243, -0.7208, -2.2184], [-1.7820, -0.0778, -3.3921], [-2.5963, -0.3976, -4.4583], [-0.7516, 1.0415, -3.5644], [-0.9906, 1.8843, -4.4390], [0.2430, 1.0136, -2.7762], [-2.7005, -2.6147, -0.7960], [-3.7815, -3.2172, -0.5985], [-1.6523, -2.5756, -0.1292], [-4.8499, -2.5004, -5.0628], [-4.2373, -2.9218, -2.9020], [-2.5204, 0.1665, -5.3785], [-2.2009, 6.7466, 2.0248], [-1.4927, 4.6010, 0.4744], [-1.6713, 4.5739, -0.8893], [-1.2864, 3.3493, -1.3452], [-0.8603, 2.5702, -0.3452], [-0.9762, 3.3221, 0.7533], [-2.0386, 5.3303, -1.5704], [-1.2022, 3.0291, -2.2993], [-0.6848, 2.8954, 1.7059]],
  "forces_ev_per_a": [[-0.2015, -0.0897, 0.0009], [0.0068, 0.0013, -0.0995], [-0.0084, 0.1434, -0.0346], [-0.1365, -0.0443, -0.0130], [0.0229, 0.0158, 0.0914], [0.0978, -0.3324, 0.1434], [0.0255, -0.0342, 0.0164], [0.1573, 0.1827, -0.2667], [-0.3565, -0.1307, 0.1689], [0.1453, 0.2490, 0.4295], [0.0061, -0.1989, 0.0039], [0.0412, -0.0242, 0.0241], [0.0925, 0.0646, -0.2138], [-0.0860, 0.1082, -0.0342], [-0.0580, 0.0590, -0.1101], [0.0506, 0.0054, -0.0068], [-0.0146, -0.0247, 0.0248], [-0.0020, 0.0006, 0.0870], [-0.0677, -0.1143, 0.2761], [-0.0397, -0.1167, -0.0355], [0.1425, 0.1695, 0.1882], [0.0593, -0.0507, -0.0716], [-0.0771, 0.1361, -0.1420], [-0.0994, -0.0279, -0.1197], [-0.0418, 0.0195, -0.1066], [-0.0357, -0.0148, -0.0057], [-0.0132, -0.0597, -0.0109], [-0.0463, 0.0227, 0.1734], [0.0193, 0.0473, -0.0212], [0.0277, 0.0197, -0.0197], [0.0430, -0.0748, 0.0415], [0.2009, -0.0979, 0.0189], [-0.0038, 0.0011, 0.0012], [-0.0276, -0.0271, -0.0042], [-0.0039, 0.0536, 0.0227], [0.0594, 0.0300, -0.0633], [0.0301, -0.0361, -0.0338], [-0.0372, 0.0774, -0.0174], [-0.0053, -0.0054, 0.0049], [0.0487, 0.0021, -0.0318], [-0.0264, -0.0141, -0.0141], [0.0382, 0.0421, -0.0156], [-0.0873, -0.0203, -0.0341], [0.0087, -0.0245, 0.0200], [0.0240, 0.0562, -0.0457], [0.0047, 0.0189, 0.0920], [-0.0619, 0.0259, 0.0077], [-0.0301, -0.0061, -0.0206], [0.0359, -0.0579, -0.0860], [-0.0044, 0.0179, 0.0604], [-0.0693, -0.0363, -0.0368], [-0.0150, -0.0090, 0.0002], [-0.0178, 0.0314, 0.0157], [0.0241, 0.0049, -0.0241], [-0.0273, -0.0036, -0.0561], [0.0772, 0.0258, 0.0033], [-0.0042, -0.0395, 0.0460], [-0.0439, -0.0022, -0.0457], [0.0006, -0.0472, 0.0355], [0.0063, 0.0764, 0.0468], [0.1896, -0.0896, -0.0384], [0.0369, 0.0901, -0.0017], [-0.0313, -0.0278, 0.0264], [-0.0107, 0.0192, -0.0624], [0.0646, -0.0211, 0.0207], [-0.0400, -0.0626, 0.0361], [-0.0183, 0.0437, -0.0896], [-0.0110, 0.0739, -0.0105], [0.0426, -0.0298, 0.0128], [0.1234, 0.0837, -0.0433], [0.0325, 0.0001, 0.0125], [-0.0457, 0.0095, 0.0106], [-0.0989, -0.0010, -0.2539], [0.1000, 0.0910, 0.1662], [-0.0895, -0.0468, -0.0511], [0.1883, -0.0436, -0.1098], [-0.0484, -0.3107, -0.2087], [0.0764, 0.0077, 0.2055], [-0.0053, 0.1251, -0.2070], [-0.0253, 0.0857, 0.1441], [0.1283, -0.0816, 0.1120], [-0.3490, 0.0514, -0.1960], [-0.2114, 0.4618, 0.4531], [0.4130, -0.0014, -0.0907], [-0.0816, -0.0679, -0.0723], [-0.1179, -0.1168, 0.0096], [0.0476, 0.0339, 0.0175], [0.0004, -0.0278, 0.0766], [0.0048, 0.0040, 0.0006], [0.0531, -0.1073, -0.0663], [0.0475, -0.0403, -0.0529], [-0.1823, 0.2192, -0.1618], [0.0887, -0.0135, 0.1014], [-0.0464, -0.1386, 0.2092], [0.0511, -0.1288, 0.0387], [0.0176, -0.0026, -0.0401], [-0.0406, 0.0160, -0.1010]],
  "lowdin_spin": [0.002, 0.000, 0.000, 0.000, 0.000, 0.001, 0.000, 0.000, 0.000, 0.000, 0.000, 0.000, 0.000, 0.000, 0.000, 0.000, 0.000, 0.000, 0.000, 0.000, 0.000, 0.000, 0.000, 0.000, 0.000, 0.000, 0.000, 0.000, 0.000, 0.000, 0.000, 0.000, 0.000, 0.000, 0.000, 0.000, 0.000, 0.000, 0.000, 0.000, 0.000, 0.000, 0.000, 0.000, 0.000, 0.000, 0.000, 0.000, 0.000, 0.000, 0.000, 0.000, 0.000, 0.000, 0.000, 0.000, 0.000, 0.000, 0.000, 0.000, 0.000, 0.000, 0.000, 0.000, 0.000, -0.001, 0.000, 0.000, 0.000, 0.000, 0.000, 0.000, 0.000, 0.000, 0.000, 0.000, 0.000, 0.000, 0.000, 0.001, 0.000, 0.002, 0.000, 0.000, 0.000, 0.000, 0.000, 0.000, 0.439, 0.463, 0.031, 0.007, 0.015, 0.039, 0.000, 0.002, 0.001]
}



Entry 3:
{
  "formula": "C3H3NO2",
  "method": "the ωB97M-V functional and the def2-TZVPD basis",
  "orbital_gap_ev": [8.150, 8.156],
  "lumo_ev": [-1.23, -1.22],
  "e_homo_ev": [-9.38, -9.38],
  "elements": ["C", "O", "C", "O", "C", "N", "H", "H", "H"],
  "positions_angstrom": [[0.3206, 0.1842, -1.3363], [-0.0311, -0.8746, -0.7547], [-0.5692, -1.0000, 0.7456], [-0.8751, -2.0435, 1.1246], [-0.0632, 0.8337, 1.3728], [0.1315, 1.2149, 2.4627], [-0.0057, 1.1808, 0.3034], [1.3187, 0.5974, -1.2017], [-0.2167, 0.4017, -2.2585]],
  "forces_ev_per_a": [[0.3709, -0.5905, -0.4678], [0.5930, 0.0769, -1.0325], [-0.8621, -1.0430, 1.4986], [0.3771, 0.9080, -0.0758], [0.2547, 1.0867, 0.4695], [-0.3134, -0.7816, -0.8671], [-0.1170, -0.2708, -0.0267], [0.0469, -0.0532, 0.1771], [-0.3501, 0.6675, 0.3246]],
  "lowdin_charge": [-0.057, -0.071, -0.164, 0.186, -0.248, 0.094, 0.057, 0.099, 0.103]
}



Results for F_max: 3.725 0.681 2.019 (in eV Å⁻¹, following the order of the records).
Results for energy: -2440.53320 -2668.38117 -321.18038 (in hartree, following the order of the records).
Results for energy above the lowest of the compared OMol25 structures with the same formula, charge and spin: 83.4 13.9 123.8 (in kcal per mole, following the order of the records).